Entry 1:
89
Properties=species:S:1:pos:R:3:forces:R:3:mulliken_charge:R:1 method="wB97M-V/def2-TZVPD" lumo_energy_ev=-4.62 e_homo_ev=-10.94 charge=+1
C 4.4726 -5.6884 -2.7714 -0.1 0.2 1.1 -1.245
C 3.6142 -4.5795 -2.1629 0.4 0.2 -0.5 0.371
I 4.3472 -2.6049 -2.4540 -0.2 -0.7 0.0 0.174
C 2.4840 -4.8250 -1.4945 1.0 0.7 -0.4 -0.317
I 1.3950 -3.2154 -0.6263 0.0 -0.8 0.0 0.228
O 2.0970 -6.1769 -1.4144 -1.7 0.7 0.3 -0.293
C 1.1077 -6.4339 -0.4789 0.9 0.0 1.2 -0.253
O 1.4139 -6.5783 0.6760 -0.7 -0.2 -0.9 -0.502
C -0.3198 -6.4873 -0.9702 0.0 0.7 -1.2 0.904
C -0.6814 -5.6575 -2.0536 -0.3 -0.4 0.5 -0.408
C -1.9884 -5.6652 -2.4855 0.5 0.5 -0.3 -0.722
N -2.9253 -6.4406 -1.9079 0.2 -0.1 -1.0 0.097
C -4.3095 -6.3024 -2.4597 -0.3 0.7 0.4 -0.906
C -4.7610 -4.8587 -2.1671 0.0 -0.1 0.3 0.697
C -5.4077 -4.0645 -3.1066 0.1 -0.1 0.0 -0.518
C -5.7481 -2.7542 -2.7713 -0.3 0.8 -0.3 -0.427
C -5.4603 -2.1928 -1.5318 0.3 -0.7 0.4 -0.543
C -4.8247 -3.0063 -0.5815 0.0 0.0 0.1 -0.626
C -4.4776 -4.3091 -0.9068 0.0 -0.5 -0.1 -0.135
C -2.6181 -7.2634 -0.9087 0.2 -0.1 0.2 0.265
C -1.3070 -7.3152 -0.4104 0.5 -0.4 0.4 0.126
N -1.0298 -8.1953 0.6401 -0.2 0.3 -0.2 -0.528
H 5.1819 -5.9896 -1.9777 -0.2 0.0 -0.4 0.299
H 3.8424 -6.5592 -2.9890 0.3 0.2 -0.3 0.329
H 5.0791 -5.3437 -3.6138 -0.4 -0.1 0.1 0.405
H 0.0083 -4.9783 -2.5532 -0.1 -0.4 0.2 0.587
H -2.2811 -5.0151 -3.3114 -0.2 -0.3 0.4 0.411
H -4.2862 -6.5001 -3.5409 0.1 0.0 0.4 0.391
H -4.9362 -7.0448 -1.9484 0.2 0.2 -0.2 0.319
H -5.6286 -4.4497 -4.1040 0.0 0.1 0.3 0.363
H -6.2480 -2.1159 -3.5052 0.2 -0.4 0.1 0.351
H -5.7141 -1.1615 -1.2833 0.0 -0.3 -0.2 0.411
H -4.5859 -2.6598 0.4264 -0.1 0.1 -0.4 0.389
H -3.9563 -4.9415 -0.1804 -0.2 0.4 0.0 0.334
H -3.4176 -7.8752 -0.4854 0.3 0.2 -0.1 0.406
H -0.2136 -7.9213 1.1758 0.0 -0.2 -0.2 0.288
H -1.0016 -9.1667 0.3543 -0.2 0.0 0.2 0.243
O 2.8154 0.7680 -3.1197 -3.1 -1.4 -1.9 -0.739
P 1.8816 1.9257 -2.9316 4.5 4.8 4.1 1.109
O 2.6980 3.1379 -3.6865 -0.7 -0.7 -0.4 -0.335
C 2.7399 3.1341 -5.1146 0.1 0.1 -0.3 -0.360
C 1.3834 3.4271 -5.7297 -0.1 -0.1 0.1 -0.967
O 2.2670 2.2499 -1.3649 -0.7 -0.3 -0.2 -0.442
C 2.9956 1.3402 -0.5463 0.3 0.0 0.2 0.063
C 4.4788 1.6480 -0.5868 0.1 0.1 -0.1 -1.201
O 0.5007 2.8181 -2.8083 0.0 -2.5 -1.6 -0.346
C 0.0707 3.5290 -1.6341 -0.6 0.1 0.8 0.002
C 0.8406 4.8100 -1.4153 0.3 0.2 -0.3 -1.019
H 3.1260 2.1737 -5.4696 0.0 0.0 0.0 0.280
H 3.4500 3.9061 -5.4109 0.0 0.0 0.2 0.321
H 0.6723 2.6235 -5.5144 0.0 0.0 -0.1 0.263
H 1.4643 3.5249 -6.8131 0.0 0.0 0.0 0.406
H 0.9635 4.3460 -5.3209 0.0 0.0 0.0 0.221
H 2.7892 0.3055 -0.8240 0.1 0.0 -0.2 0.115
H 2.6286 1.4688 0.4758 -0.1 0.1 -0.1 0.236
H 4.8516 1.7028 -1.6104 -0.1 -0.2 0.0 0.289
H 5.0475 0.8876 -0.0480 0.0 0.0 0.0 0.397
H 4.6761 2.6190 -0.1296 0.0 0.0 0.1 0.314
H 0.0891 2.8800 -0.7603 0.2 0.0 -0.1 0.151
H -0.9808 3.7743 -1.7999 0.0 -0.1 -0.3 0.351
H 1.9139 4.6526 -1.3346 0.0 -0.2 0.1 0.247
H 0.4993 5.2986 -0.5006 -0.1 -0.1 0.0 0.363
H 0.6862 5.4891 -2.2562 -0.1 0.0 0.0 0.314
O -0.0637 4.9888 2.5856 -1.3 3.5 -0.3 -0.644
P -0.3270 5.2633 4.0344 2.2 -6.5 3.1 1.018
O 1.1770 5.1022 4.6828 -0.5 0.8 -0.3 -0.320
C 2.1270 6.1431 4.4426 0.3 0.2 0.0 -0.312
C 1.7628 7.4301 5.1599 -0.2 0.0 0.0 -1.005
O -0.9599 3.7893 4.4125 -0.5 0.6 0.1 -0.361
C -1.3787 2.8591 3.4215 0.1 -0.3 -0.1 -0.393
C -0.2631 1.8860 3.0925 0.2 -0.1 0.1 -1.054
O -0.9434 5.9176 5.4161 0.0 1.6 -2.5 -0.377
C -1.6967 5.2105 6.4126 -0.8 -0.2 0.4 -0.143
C -0.8248 4.3430 7.2922 0.4 0.0 -0.1 -1.042
H 2.2219 6.3142 3.3660 0.0 -0.1 0.0 0.254
H 3.0890 5.7814 4.8062 -0.1 -0.2 0.0 0.326
H 0.8403 7.8579 4.7559 0.1 0.0 0.0 0.276
H 2.5553 8.1711 5.0486 0.0 0.0 0.0 0.407
H 1.5945 7.2473 6.2213 0.1 0.0 0.0 0.221
H -1.7471 3.3682 2.5317 0.2 0.1 0.0 0.347
H -2.2260 2.3087 3.8397 0.0 0.1 0.1 0.336
H 0.6617 2.4049 2.8368 -0.1 0.1 -0.1 0.220
H -0.5447 1.2414 2.2567 0.0 0.0 0.0 0.370
H -0.0411 1.2579 3.9575 -0.1 0.0 0.0 0.358
H -2.5132 4.6530 5.9578 0.2 -0.1 -0.1 0.237
H -2.1680 5.9774 7.0309 0.2 0.2 -0.2 0.358
H -0.2488 3.6126 6.7282 -0.1 0.0 -0.1 0.257
H -1.4420 3.8070 8.0154 -0.1 0.1 0.0 0.379
H -0.1057 4.9610 7.8330 -0.1 0.0 0.1 0.295

=====

Entry 2:
84
Properties=species:S:1:pos:R:3:forces:R:3:mulliken_charge:R:1 method="wB97M-V/def2-TZVPD" lumo_energy_ev=1.94 e_homo_ev=-4.68 charge=-1
Na -0.8629 -0.1261 0.3355 0.5 0.1 -0.2 0.697
C 4.9041 0.1500 0.5070 -0.1 0.0 0.0 -1.630
C 5.2036 1.6355 0.2879 0.0 0.0 0.0 2.158
C 6.1517 2.1038 1.3999 0.0 0.0 0.0 -1.889
C 5.8975 1.7909 -1.0745 0.0 0.0 0.0 -1.624
C 3.9315 2.4863 0.2991 0.0 0.0 0.0 0.069
C 4.0306 3.8884 0.2223 0.0 0.1 0.0 -0.309
C 2.9159 4.7076 0.2043 0.1 0.0 0.0 -1.417
C 1.6582 4.1139 0.2604 -0.1 0.0 0.0 1.022
S 0.0767 4.8239 0.2546 -0.2 -0.1 0.0 -0.508
C -0.6489 3.1974 0.3438 0.3 0.3 0.0 0.184
N 0.2313 2.2565 0.3834 -0.1 -0.3 0.1 0.420
C 1.5343 2.7258 0.3386 0.0 0.1 -0.1 -2.388
C 2.6717 1.9143 0.3574 0.0 -0.1 0.1 0.958
C -2.1177 2.9988 0.3895 0.0 -0.1 0.0 0.931
C -2.9509 4.1262 0.3761 0.2 0.0 0.0 -0.696
C -4.3241 3.9840 0.4621 0.0 -0.1 0.0 -0.844
C -4.8526 2.7005 0.5697 0.1 0.0 0.0 -0.690
C -4.0013 1.5999 0.5680 0.1 0.0 0.0 -0.040
C -2.5958 1.6682 0.4674 -0.3 0.0 0.0 -0.228
H 5.8451 -0.4082 0.5160 0.0 0.0 0.0 0.483
H 4.2777 -0.2692 -0.2840 0.1 0.0 0.1 0.187
H 4.4012 -0.0161 1.4649 0.0 0.0 0.0 0.295
H 7.0479 1.4758 1.4129 0.0 0.0 0.0 0.448
H 5.6644 2.0290 2.3760 0.0 0.0 0.0 0.391
H 6.4708 3.1393 1.2576 0.0 0.0 0.0 0.333
H 6.8186 1.1989 -1.0983 -0.1 0.0 0.0 0.438
H 6.1544 2.8344 -1.2749 0.0 0.0 0.0 0.337
H 5.2440 1.4392 -1.8767 0.0 0.0 0.0 0.265
H 5.0093 4.3535 0.1706 0.0 0.0 0.0 0.385
H 3.0231 5.7846 0.1436 0.0 0.0 0.0 0.365
H 2.5192 0.8397 0.3857 0.1 0.3 0.1 0.560
H -2.5244 5.1227 0.2992 0.0 0.0 0.0 0.312
H -4.9704 4.8532 0.4531 0.0 0.0 0.0 0.356
H -5.9271 2.5647 0.6513 0.0 0.0 0.0 0.400
H -4.4739 0.6176 0.6542 0.0 0.1 0.0 0.040
N -0.2660 -0.7214 2.6391 0.5 -0.5 -0.1 -0.339
C 0.9241 -1.5677 2.9041 -0.1 0.2 0.0 -0.493
C 0.7450 -3.0658 2.6748 -0.3 0.2 0.0 -0.678
N 0.5361 -3.4354 1.2782 0.1 0.2 -0.2 -0.218
H -0.0502 0.2380 2.8921 -0.1 0.0 0.0 0.190
H -1.0374 -1.0213 3.2229 -0.1 0.0 0.0 0.149
H 1.2474 -1.4631 3.9435 0.1 0.0 0.1 0.439
H 1.7402 -1.2169 2.2656 -0.1 0.1 0.0 0.045
H -0.1130 -3.4067 3.2732 0.0 0.0 -0.1 0.316
H 1.6342 -3.5460 3.0997 0.0 0.0 0.1 0.395
H 0.7892 -4.4053 1.1326 -0.1 0.0 0.0 0.247
H 1.1462 -2.8869 0.6704 -0.1 0.1 0.1 -0.039
O 3.4519 -0.0111 -4.4487 0.1 -0.1 0.1 -0.589
C 2.3287 0.5600 -4.8125 -0.3 0.1 0.0 0.451
O 2.1985 1.1493 -5.8677 0.1 -0.1 0.1 -0.677
C 1.1780 0.4527 -3.8705 0.2 -0.1 0.1 0.168
C -0.0658 0.9624 -4.1497 -0.2 0.1 0.0 -0.712
N -0.8447 0.6776 -3.0911 -0.1 -0.1 -0.2 0.020
N -0.1968 0.0061 -2.1335 -0.2 0.3 0.1 0.049
C 1.0403 -0.1204 -2.5730 0.1 0.0 -0.1 0.045
C 2.0668 -0.7019 -1.6351 0.1 0.1 0.3 0.528
O 3.1815 -1.0166 -2.1376 -0.2 0.0 0.0 -0.916
O 1.7470 -0.7523 -0.4293 -0.2 -0.8 -0.3 -0.292
H 3.3650 -0.4554 -3.5241 0.0 0.0 0.0 0.448
H -0.4168 1.5052 -5.0141 0.0 -0.1 0.1 0.535
H -1.7974 0.9537 -2.9281 -0.1 0.0 0.0 0.088
C -5.0119 -1.7450 -1.7961 0.1 0.0 0.0 -1.502
C -3.5873 -1.5023 -1.2986 0.0 0.0 0.1 -0.166
P -3.0086 -2.3942 0.2297 -0.4 0.0 -0.3 0.863
C -3.0540 -4.1250 -0.4289 0.1 0.0 0.2 -0.583
C -2.7733 -5.1852 0.6387 0.0 0.0 0.0 -1.158
C -4.5625 -2.3937 1.2574 0.2 0.0 0.2 -0.774
C -4.2636 -2.6260 2.7447 0.0 0.0 -0.1 -1.231
H -5.1778 -1.2262 -2.7441 0.0 0.0 0.0 0.421
H -5.7492 -1.3656 -1.0857 0.0 0.0 0.0 0.267
H -5.2173 -2.8051 -1.9634 0.0 0.0 0.0 0.317
H -3.4432 -0.4374 -1.0909 0.0 0.0 0.0 -0.102
H -2.8627 -1.7676 -2.0751 0.0 0.0 0.0 0.469
H -2.2872 -4.1722 -1.2079 0.0 0.0 0.0 0.392
H -4.0215 -4.3115 -0.8999 0.0 0.0 -0.1 0.323
H -1.8779 -4.9286 1.2120 0.0 0.0 -0.1 0.155
H -2.6187 -6.1678 0.1862 0.0 0.0 0.0 0.406
H -3.6085 -5.2764 1.3374 0.0 0.0 0.0 0.260
H -5.2693 -3.1395 0.8820 0.0 0.0 0.0 0.463
H -5.0221 -1.4084 1.1408 0.0 -0.1 0.0 0.389
H -3.8036 -3.6016 2.9176 0.0 0.0 0.0 0.260
H -5.1743 -2.5712 3.3468 0.0 0.0 0.0 0.397
H -3.5700 -1.8652 3.1123 0.0 0.0 0.0 0.204

=====

Entry 3:
30
Properties=species:S:1:pos:R:3:forces:R:3:lowdin_spin:R:1 method="wB97M-V/def2-TZVPD" lumo_energy_ev="-9.80 / -10.44" multiplicity=5 e_homo_ev="-15.45 / -15.47" s_squared=6.068 charge=+2
Fe 0.2850 -0.3916 -1.2462 0.3 -0.4 1.7 2.353
O -0.6458 2.6757 -2.2588 0.6 -3.4 -0.4 0.179
C -0.6398 1.4619 -2.4176 -1.2 2.6 0.2 0.105
C 0.8503 -2.1548 -2.6575 0.1 -3.0 0.4 0.112
O 0.6921 -3.3612 -2.5820 0.1 3.5 -0.4 0.150
C 2.0255 -1.5363 -1.7700 2.8 0.0 1.0 0.211
O 3.1803 -1.7034 -1.5817 -3.4 0.4 -0.7 0.274
C -1.7427 0.6496 -1.6761 -2.1 -0.2 0.8 0.224
O -2.8971 0.5676 -1.4859 2.9 0.1 -0.5 0.263
C 0.3179 0.5310 -3.1742 0.1 0.7 -1.9 0.034
H 0.1224 0.8128 -4.2434 0.2 0.3 0.9 0.004
H 1.3745 0.8243 -3.0592 -0.1 0.0 0.1 0.009
C 0.0606 -1.0534 -3.3475 -0.3 0.1 -1.4 0.031
H 0.4075 -1.1149 -4.3941 0.0 -0.5 0.3 0.002
H -1.0029 -1.2913 -3.4398 0.0 -0.2 0.2 0.007
N 0.9870 -1.3153 2.6425 -0.4 0.6 -1.9 0.013
C 1.1147 -1.4470 1.2987 -0.8 1.2 1.8 0.019
N 0.4276 -0.4762 0.6655 0.3 -0.2 0.2 -0.005
C -0.1613 0.3430 1.6725 0.0 0.1 -0.2 0.004
C -0.9195 1.5141 1.5868 -0.2 0.1 0.5 0.006
C -1.3815 2.0774 2.8006 0.2 -0.2 -0.7 0.001
C -1.0361 1.5165 4.0529 0.4 -0.7 -0.2 0.001
C -0.2288 0.3543 4.1217 -0.6 1.0 0.4 0.001
C 0.1776 -0.1907 2.9131 0.4 -0.6 0.0 -0.001
H 1.4136 -1.9127 3.3168 0.3 -0.4 0.4 0.000
H 1.6932 -2.2216 0.8365 0.1 -0.2 -0.1 0.002
H -1.1138 1.9578 0.5987 -0.1 0.0 0.7 0.002
H -2.0221 2.9739 2.7740 0.5 -0.5 0.0 0.000
H -1.4039 1.9990 4.9726 0.3 -0.4 -0.6 0.000
H 0.0654 -0.0885 5.0813 -0.2 0.2 -0.5 0.000

=====

Entry 4:
16
Properties=species:S:1:pos:R:3:forces:R:3:nbo_charge:R:1 method="wB97M-V/def2-TZVPD" lumo_energy_ev=0.72 e_homo_ev=-10.08
C -1.6463 0.4538 0.0389 2.7 1.3 0.1 0.510
C 0.2832 -0.6299 1.4467 -2.5 1.2 -1.6 -0.638
C 0.2875 -0.9573 -1.1035 0.1 0.0 -0.1 -0.648
C 0.8123 1.2615 -0.2228 -0.1 -1.1 -1.5 -0.628
C -0.0005 -0.0058 0.0484 -2.7 1.5 0.2 -0.060
O -2.0832 1.5625 0.1519 0.8 -0.7 0.0 -0.517
Cl -2.7308 -0.8465 -0.1377 -0.9 -1.5 -0.2 -0.031
H 1.1252 -1.2340 1.1679 0.9 -0.3 1.2 0.221
H -0.6434 -1.2895 1.5941 1.6 0.8 0.6 0.225
H 0.3552 0.2786 2.1255 0.3 -1.8 -0.2 0.232
H 1.4036 -0.8059 -1.2746 -1.2 -1.1 0.3 0.222
H -0.1385 -0.4054 -1.9909 0.0 -1.5 0.5 0.226
H -0.0792 -2.0512 -0.8526 0.9 2.2 -1.1 0.235
H 1.8240 0.9949 0.0612 0.4 0.4 -0.2 0.209
H 0.7337 1.5371 -1.3035 0.4 -0.4 0.6 0.210
H 0.4972 2.1372 0.2512 -0.6 1.1 1.3 0.231

=====

Entry 5:
13
Properties=species:S:1:pos:R:3:forces:R:3:nbo_charge:R:1 method="wB97M-V/def2-TZVPD" lumo_energy_ev=3.99 e_homo_ev=-3.17 charge=-1
C -1.1111 0.4628 -0.1392 -0.9 0.1 -0.2 0.110
C 1.2502 -0.6345 0.0523 -2.3 1.8 0.0 -0.638
C 0.2728 0.6151 0.2458 0.3 0.7 0.7 -0.510
N -1.9748 1.3386 0.2078 -0.6 0.8 0.1 -0.702
O 0.6762 0.9395 -2.4776 0.1 -0.4 0.3 -1.053
O 0.8502 3.0773 -1.3408 0.0 -0.8 0.7 -1.015
S 1.2265 1.6356 -1.2849 -0.4 1.4 -0.7 1.496
H -1.4761 -0.3509 -0.7623 0.6 -0.3 -0.5 0.146
H 2.1933 -0.2096 -0.0511 2.0 0.6 -0.3 0.201
H 1.0869 -1.2407 -0.8479 -0.5 0.3 0.3 0.224
H 1.2727 -1.1773 0.9292 -0.1 -1.7 1.8 0.188
H 0.1603 1.3532 1.2532 1.3 -2.2 -2.6 0.234
H -2.8697 1.2565 -0.2975 0.5 -0.4 0.4 0.317

=====

Entry 6:
24
Properties=species:S:1:pos:R:3:forces:R:3:nbo_charge:R:1 method="wB97M-V/def2-TZVPD" lumo_energy_ev=0.85 e_homo_ev=-8.04
C 1.4688 1.5358 0.9862 -2.2 1.1 -2.8 -0.606
C 1.5879 0.5048 -0.1933 -0.6 0.5 1.3 -0.411
N 0.3445 -2.1047 0.6948 -3.1 -1.5 -2.0 -0.832
C -0.1480 -1.3274 -0.3918 -1.7 0.5 0.2 0.204
C 0.3178 -0.1143 -0.6798 0.5 -0.6 0.3 -0.153
C -0.3503 0.6883 -1.6431 0.3 0.1 -3.3 -0.216
C -0.9952 1.7723 -1.3448 -1.8 5.1 2.1 -0.391
C -1.4058 -1.8507 -1.1650 0.3 -1.3 1.0 -0.656
H 2.0234 2.3835 0.6586 1.0 0.7 0.1 0.199
H 0.4274 2.0291 1.0072 1.5 -1.4 0.5 0.226
H 1.8492 1.1984 1.8873 0.2 -0.6 1.9 0.213
H 2.0637 1.1040 -0.9560 0.1 -0.5 -0.7 0.216
H 2.1774 -0.3525 0.0482 1.3 -0.2 0.4 0.186
H 0.0126 -3.0903 0.4414 1.7 1.5 1.1 0.376
H 1.3037 -1.9022 0.7923 1.4 -0.7 0.4 0.378
H -0.1291 0.4822 -2.7412 -0.4 0.2 1.2 0.203
H -1.3147 2.6597 -2.0167 0.5 -2.2 0.5 0.204
H -1.1427 2.1821 -0.2338 0.3 -1.5 -2.3 0.193
H -2.4468 -1.7741 -0.6459 1.9 0.5 -0.9 0.232
H -1.2368 -2.9744 -1.1883 -0.3 1.0 -0.4 0.194
H -1.3804 -1.4431 -2.2150 -0.4 -0.5 1.3 0.238
H -1.3629 0.4374 3.2639 -0.1 0.5 0.5 0.460
H -0.6349 0.1298 2.1287 1.0 -4.6 -4.6 0.459
O -0.6841 0.8012 2.6870 -1.1 4.0 4.3 -0.917

=====

| no. | total energy (eV) |
| --- | --- |
| 1 | -87993.470 |
| 2 | -71977.588 |
| 3 | -59177.454 |
| 4 | -19900.007 |
| 5 | -19627.969 |
| 6 | -11036.928 |